1.
Computed, not measured: one molecule with the formula C4H7NO2 in a non-equilibrium geometry, with ωB97M-V with the def2-TZVPD basis set.

```
14
Properties=species:S:1:pos:R:3
O 2.19 -0.17 0.08
C 1.14 0.08 -0.81
C -0.25 -0.05 -0.17
C -0.46 -1.26 0.57
N -0.11 0.30 1.22
C -1.32 0.90 -0.67
O -2.35 0.76 -1.26
H 1.96 0.30 0.91
H 1.19 1.10 -1.22
H 1.23 -0.64 -1.63
H 0.19 -2.13 0.36
H -1.41 -1.54 1.02
H -1.03 0.55 1.63
H -0.98 1.79 -0.05
```

Summary:
- orbital gap (Ha) = 0.3988
- energy relative to the best compared isomer or geometry (same formula, charge and spin) (kcal/mol) = 89.8
- electronic energy (eV) = -9843.3870
- SMILES = O=C[C@]1(CO)CN1


2.
Computed, not measured: one molecule with the formula C4H8O2, with ωB97M-V with the def2-TZVPD basis set.

```
14
Properties=species:S:1:pos:R:3
C -2.48 0.30 0.07
O -1.55 -0.74 0.10
C -0.24 -0.27 0.28
C 0.66 -1.47 0.48
C 2.45 0.02 -0.29
O 1.92 -1.22 0.24
H -2.59 0.79 1.05
H -2.21 1.08 -0.67
H -3.44 -0.13 -0.22
H -0.14 0.30 1.23
H 0.03 0.42 -0.53
H 2.05 0.20 -1.29
H 2.21 0.86 0.37
H 3.53 -0.12 -0.34
```

Summary:
- orbital gap (Ha) = 0.3335
- energy relative to the best compared isomer or geometry (same formula, charge and spin) (kcal/mol) = 105.1
- electronic energy (eV) = -8368.7254


3.
Computed, not measured: C2H6N2O2S as an isolated structure in a non-equilibrium geometry, with ωB97M-V with the def2-TZVPD basis set.

```
13
Properties=species:S:1:pos:R:3
C -0.05 -1.27 0.38
C 0.37 -0.31 -0.63
N -0.38 -2.42 -0.02
N -0.28 1.44 -0.36
O 2.02 1.08 0.90
O 2.90 -1.03 -0.04
S 2.21 0.17 -0.45
H 0.05 -0.95 1.42
H 0.12 -0.58 -1.65
H -0.54 -3.11 0.71
H 1.27 1.69 0.75
H -1.11 1.26 0.20
H -0.60 1.68 -1.30
```

Summary:
- orbital gap (spin up / spin down) (Ha) = 0.2163 / 0.2097
- energy relative to the best compared isomer or geometry (same formula, charge and spin) (kcal/mol) = 98.7
- expectation value of S² = 2.02
- 2S+1 = 3
- electronic energy (eV) = -20074.9099


4.
Computed, not measured: C3H8INOP2 as an isolated structure in a non-equilibrium geometry, with ωB97M-V with the def2-TZVPD basis set.

```
16
Properties=species:S:1:pos:R:3
C 0.40 1.35 -0.91
C 1.55 -1.91 0.77
C 0.04 -1.43 0.82
N -2.63 2.70 -0.43
O -1.77 -0.27 -1.05
P -1.12 2.42 -0.47
P -0.31 -0.33 -0.62
I 2.27 2.22 -0.32
H 2.08 -1.00 1.13
H 1.74 -2.72 1.36
H 1.70 -2.15 -0.28
H -0.07 -1.10 1.85
H -0.73 -2.22 0.54
H -3.08 1.79 -0.34
H -0.51 3.71 -0.46
H 0.45 -1.05 -1.59
```

Summary:
- orbital gap (spin up / spin down) (Ha) = 0.2963 / 0.2963
- energy relative to the best compared isomer or geometry (same formula, charge and spin) (kcal/mol) = 47.2
- electronic energy (eV) = -33453.7345


5.
Computed, not measured: C24H26KN5O3S as an isolated structure in a non-equilibrium geometry, with ωB97M-V with the def2-TZVPD basis set.

```
60
Properties=species:S:1:pos:R:3
K -0.40 0.34 0.88
C 2.18 -3.39 2.65
C 1.13 -2.38 2.35
N 1.35 -1.23 1.82
N 2.67 -0.88 1.59
C 2.73 0.20 0.81
O 1.81 0.81 0.22
C 4.15 0.72 0.65
C 4.35 1.90 -0.05
C 5.63 2.42 -0.23
C 6.73 1.74 0.28
C 6.54 0.55 0.98
C 5.26 0.04 1.16
C -0.32 -2.74 2.60
C -0.63 -4.00 3.11
C -1.95 -4.36 3.30
C -2.94 -3.46 2.96
C -2.55 -2.23 2.47
N -1.29 -1.85 2.30
H 3.16 -2.97 2.42
H 2.05 -4.30 2.06
H 2.18 -3.70 3.70
H 3.48 2.42 -0.45
H 5.77 3.35 -0.77
H 7.73 2.13 0.14
H 7.39 0.02 1.38
H 5.10 -0.87 1.71
H 0.17 -4.68 3.36
H -2.20 -5.34 3.70
H -4.00 -3.69 3.07
H -3.31 -1.49 2.20
O -0.87 -0.72 -1.20
S 0.40 -0.96 -2.01
C 0.17 -0.15 -3.61
C -0.34 -1.18 -4.60
C 0.41 -2.47 -4.24
C 0.25 -2.61 -2.73
H 1.14 0.26 -3.89
H -0.51 0.68 -3.40
H -0.16 -0.87 -5.63
H -1.41 -1.32 -4.48
H 1.46 -2.37 -4.50
H 0.03 -3.35 -4.76
H 0.95 -3.28 -2.24
H -0.77 -2.91 -2.46
N -6.50 4.98 -0.48
C -5.26 5.00 -1.02
O -4.94 5.75 -1.92
C -4.23 4.08 -0.39
C -4.52 3.09 0.53
C -3.49 2.30 1.02
N -2.22 2.43 0.64
C -1.95 3.38 -0.25
C -2.91 4.23 -0.78
H -7.19 5.61 -0.86
H -6.72 4.43 0.33
H -5.53 2.89 0.88
H -3.70 1.52 1.75
H -0.91 3.49 -0.55
H -2.65 4.99 -1.50
```

Summary:
- orbital gap (Ha) = 0.2512
- energy relative to the best compared isomer or geometry (same formula, charge and spin) (kcal/mol) = 23.7
- electronic energy (eV) = -66063.9552


6.
Computed, not measured: an isolated ion of composition C27H31O3Si and charge +1 in a non-equilibrium geometry, with ωB97M-V with the def2-TZVPD basis set.

```
62
Properties=species:S:1:pos:R:3
C 1.86 -2.42 -2.85
Si 0.18 -2.09 -3.50
C 0.07 -0.55 -4.53
C -0.65 -3.58 -4.21
O -0.58 -1.72 -1.98
C -1.74 -1.08 -1.96
C -2.17 -0.44 -0.70
C -3.75 -0.24 -0.74
C -4.41 -1.17 -1.75
C -3.97 -0.95 -3.15
O -2.40 -1.08 -3.07
H 2.57 -1.83 -3.45
H 2.02 -2.19 -1.79
H 2.08 -3.49 -3.02
H 0.94 -0.62 -5.21
H -0.84 -0.53 -5.15
H 0.15 0.38 -3.95
H 0.08 -4.01 -4.90
H -0.91 -4.34 -3.46
H -1.55 -3.33 -4.79
H -2.10 -1.27 0.01
H -4.14 -0.54 0.23
H -4.10 0.78 -0.90
H -4.24 -2.22 -1.48
H -5.50 -1.07 -1.77
H -4.26 -1.71 -3.89
H -4.08 0.07 -3.50
C 5.12 0.94 6.20
C 4.06 1.65 5.62
C 3.03 0.96 4.96
C 3.07 -0.43 4.91
O 2.16 -1.21 4.20
C 1.34 -0.72 3.15
C 1.45 -1.34 1.90
C 0.68 -0.88 0.83
C -0.30 0.10 0.96
C -1.10 0.54 -0.35
C -1.17 2.08 -0.54
C -1.64 2.55 -1.77
C -1.61 3.92 -2.08
C -1.10 4.85 -1.16
C -0.50 4.37 0.03
C -0.47 3.00 0.27
C -0.37 0.73 2.22
C 0.38 0.29 3.31
C 4.10 -1.15 5.54
C 5.14 -0.46 6.16
H 5.92 1.49 6.69
H 4.02 2.74 5.66
H 2.21 1.50 4.49
H 2.16 -2.15 1.79
H 0.85 -1.35 -0.14
H -0.27 0.36 -1.04
H -1.96 1.83 -2.53
H -2.00 4.26 -3.05
H -1.10 5.92 -1.39
H -0.03 5.07 0.72
H 0.10 2.68 1.12
H -1.00 1.60 2.35
H 0.22 0.73 4.29
H 4.08 -2.24 5.51
H 5.96 -1.01 6.61
```

Summary:
- orbital gap (Ha) = 0.2541
- energy relative to the best compared isomer or geometry (same formula, charge and spin) (kcal/mol) = 18.3
- electronic energy (eV) = -42516.2003
- net charge = +1


7.
Computed, not measured: a 2-piece molecular cluster, C3H9NO2 overall in a non-equilibrium geometry, with ωB97M-V with the def2-TZVPD basis set.

```
15
Properties=species:S:1:pos:R:3
C -0.19 1.63 -0.49
C 1.11 0.80 -0.44
C 0.91 -0.48 -1.18
O 1.13 -1.56 -0.75
N -0.17 2.62 0.61
H -1.07 0.90 -0.23
H -0.16 2.05 -1.51
H 1.33 0.73 0.59
H 1.98 1.29 -0.91
H 0.64 -0.44 -2.20
H -1.05 2.49 1.08
H 0.24 3.45 0.60
H -0.89 -4.84 1.31
H -2.36 -4.49 1.87
O -1.46 -4.15 1.66
```

Summary:
- orbital gap (Ha) = 0.3671
- energy relative to the best compared isomer or geometry (same formula, charge and spin) (kcal/mol) = 58.7
- electronic energy (eV) = -8840.4116
- SMILES = NCCC=O.O


8.
Computed, not measured: a 2-piece molecular cluster, C2H9N3O2 overall in a non-equilibrium geometry, with ωB97M-V with the def2-TZVPD basis set.

```
16
Properties=species:S:1:pos:R:3
C 0.01 0.68 1.79
C 1.31 -1.03 0.56
N 0.72 0.96 -0.51
N 0.69 0.27 0.58
N -1.62 -0.37 -1.51
O 0.16 2.06 -0.52
O -0.78 -0.41 -2.67
H -2.10 0.54 -1.54
H 0.01 0.09 -2.41
H -2.32 -1.08 -1.69
H 2.06 -1.10 1.35
H -0.80 -0.01 2.02
H -0.39 1.68 1.62
H 0.72 0.70 2.63
H 1.78 -1.17 -0.41
H 0.55 -1.81 0.71
```

Summary:
- orbital gap (Ha) = 0.3706
- energy relative to the best compared isomer or geometry (same formula, charge and spin) (kcal/mol) = 108.0
- electronic energy (eV) = -10781.3573
- SMILES = CN(C)N=O.NO


9.
Computed, not measured: a 12-piece molecular cluster, C44H108F14N10O31P2S14 overall in a non-equilibrium geometry, with ωB97M-V with the def2-TZVPD basis set.

```
223
Properties=species:S:1:pos:R:3
C -19.73 -2.00 14.87
C -18.71 -0.98 14.16
C -19.34 0.29 13.56
O -18.39 1.35 13.35
C -18.97 2.37 12.55
N -17.62 -0.57 15.19
H -16.92 -1.25 15.45
H -17.08 0.02 14.59
H -18.01 -0.11 16.00
H -20.12 -1.65 15.83
H -19.30 -2.99 15.03
H -20.67 -2.09 14.33
H -18.10 -1.36 13.34
H -20.17 0.64 14.18
H -19.82 -0.06 12.64
H -19.87 2.71 13.06
H -19.05 2.07 11.50
H -18.25 3.19 12.49
C -18.91 -2.83 19.06
C -17.80 -2.11 19.74
C -16.78 -3.15 20.08
O -15.73 -2.53 20.77
C -14.72 -3.44 21.23
N -17.08 -1.13 18.79
H -16.73 -1.56 17.95
H -17.60 -0.39 18.36
H -16.35 -0.58 19.22
H -18.70 -3.51 18.24
H -19.65 -2.13 18.66
H -19.45 -3.40 19.82
H -18.11 -1.50 20.59
H -16.30 -3.65 19.23
H -17.19 -4.05 20.55
H -14.21 -3.88 20.38
H -15.06 -4.29 21.83
H -13.96 -2.86 21.76
C -13.13 -0.02 19.27
C -12.41 -0.29 20.55
C -11.31 -1.38 20.52
O -11.88 -2.64 20.33
C -11.27 -3.84 20.75
N -11.90 1.00 21.27
H -12.65 1.60 21.59
H -11.45 0.58 22.07
H -11.30 1.53 20.66
H -12.42 0.19 18.47
H -13.85 0.79 19.31
H -13.65 -0.91 18.91
H -13.15 -0.77 21.20
H -10.66 -1.35 21.39
H -10.67 -1.09 19.68
H -10.19 -3.81 20.86
H -11.61 -4.66 20.13
H -11.68 -4.22 21.69
C -17.02 -1.24 32.33
C -17.41 -2.42 31.38
C -16.73 -2.62 30.07
C -15.29 -3.15 30.38
P -14.02 -3.02 29.02
C -12.57 -4.04 29.39
C -11.22 -3.77 28.57
C -10.11 -3.25 29.54
C -9.83 -1.69 29.35
C -13.62 -1.20 28.78
C -13.51 -0.42 30.11
C -14.50 0.78 30.25
C -14.22 1.71 31.51
C -14.79 -3.66 27.42
C -15.48 -2.49 26.66
C -16.12 -3.01 25.37
C -16.97 -1.93 24.76
H -16.03 -1.48 32.72
H -17.75 -1.21 33.14
H -16.97 -0.26 31.86
H -18.46 -2.29 31.14
H -17.28 -3.37 31.89
H -16.86 -1.70 29.50
H -17.38 -3.28 29.49
H -15.28 -4.20 30.66
H -14.83 -2.64 31.23
H -12.91 -5.07 29.32
H -12.47 -3.98 30.47
H -11.28 -3.09 27.72
H -10.89 -4.70 28.12
H -9.18 -3.79 29.37
H -10.37 -3.59 30.55
H -8.84 -1.53 29.77
H -10.57 -1.09 29.87
H -9.81 -1.51 28.28
H -14.45 -0.81 28.19
H -12.78 -1.22 28.09
H -12.50 0.00 30.15
H -13.57 -0.99 31.04
H -15.43 0.22 30.27
H -14.59 1.34 29.31
H -14.07 1.32 32.51
H -15.11 2.33 31.44
H -13.32 2.31 31.35
H -15.52 -4.37 27.79
H -13.99 -4.11 26.83
H -14.83 -1.65 26.41
H -16.28 -2.06 27.26
H -16.71 -3.88 25.67
H -15.42 -3.28 24.58
H -17.29 -2.19 23.76
H -16.52 -1.00 24.41
H -17.83 -1.69 25.38
C -21.40 -13.06 19.47
C -21.34 -13.22 18.00
C -21.45 -11.83 17.46
C -21.43 -11.81 15.86
P -22.10 -10.33 15.03
C -23.92 -9.98 15.54
C -24.97 -11.05 15.27
C -26.37 -10.63 15.71
C -26.96 -9.44 14.95
C -21.02 -9.04 15.75
C -19.61 -9.02 15.28
C -18.59 -8.07 15.95
C -19.16 -6.72 16.35
C -21.86 -10.72 13.24
C -22.58 -12.03 12.76
C -22.93 -12.04 11.28
C -24.18 -11.18 10.98
H -20.83 -12.18 19.76
H -20.97 -13.89 20.03
H -22.45 -13.00 19.74
H -22.12 -13.94 17.77
H -20.46 -13.79 17.73
H -20.83 -11.05 17.91
H -22.43 -11.51 17.82
H -21.96 -12.69 15.50
H -20.40 -11.86 15.51
H -24.19 -9.10 14.96
H -23.79 -9.68 16.58
H -24.60 -11.93 15.79
H -25.05 -11.26 14.20
H -26.41 -10.39 16.77
H -27.11 -11.42 15.60
H -26.55 -8.45 15.17
H -27.98 -9.43 15.32
H -26.97 -9.50 13.86
H -21.07 -9.31 16.80
H -21.43 -8.05 15.51
H -19.54 -8.85 14.20
H -19.23 -10.04 15.33
H -17.63 -8.07 15.44
H -18.24 -8.54 16.86
H -19.60 -6.26 15.47
H -18.43 -5.98 16.68
H -19.93 -6.79 17.12
H -20.77 -10.70 13.17
H -22.36 -9.96 12.65
H -23.46 -12.30 13.36
H -21.86 -12.84 12.82
H -23.18 -13.04 10.94
H -22.08 -11.77 10.66
H -23.86 -10.15 10.82
H -24.84 -11.31 11.84
H -24.72 -11.55 10.11
N -12.58 -7.17 25.02
S -13.68 -7.11 25.98
O -14.97 -7.39 25.41
O -13.56 -6.36 27.20
F -13.29 -8.57 26.59
S -12.52 -5.57 24.71
O -11.82 -4.73 25.63
O -13.70 -5.10 23.98
F -11.50 -5.59 23.50
N -14.21 2.61 22.13
S -15.28 3.69 22.06
O -15.93 4.00 23.38
O -16.11 3.87 20.92
F -14.24 4.92 21.85
S -15.41 1.43 22.34
O -15.70 0.73 21.06
O -16.42 1.43 23.38
F -14.41 0.37 23.06
N -18.32 1.18 17.34
S -20.00 1.48 17.40
O -20.58 2.56 18.21
O -20.86 0.35 17.09
F -20.14 2.21 15.97
S -17.98 2.30 18.38
O -18.19 1.95 19.74
O -18.14 3.68 17.97
F -16.42 2.15 18.32
N -15.62 -2.29 16.65
S -14.90 -3.87 16.68
O -14.19 -4.37 17.83
O -14.52 -4.47 15.40
F -16.36 -4.56 16.88
S -14.33 -1.74 16.06
O -14.42 -1.70 14.60
O -13.05 -1.72 16.73
F -14.73 -0.13 16.28
N -10.91 -0.04 23.64
S -11.51 -1.48 24.26
O -12.01 -1.51 25.65
O -10.88 -2.69 23.77
F -12.83 -1.49 23.44
S -9.45 -0.33 24.04
O -8.62 -0.89 22.99
O -9.14 -0.82 25.39
F -8.94 1.23 24.18
N -21.29 -6.47 21.85
S -21.02 -6.70 20.20
O -20.29 -7.82 19.71
O -21.06 -5.46 19.40
F -22.55 -7.24 20.05
S -19.88 -6.21 22.00
O -19.29 -4.95 21.46
O -19.03 -7.37 22.22
F -20.12 -5.61 23.51
N -22.29 -1.82 23.30
S -22.83 -0.52 22.88
O -22.65 0.01 21.48
O -23.18 0.39 23.97
F -24.27 -1.14 22.62
S -20.71 -1.24 23.27
O -20.37 -0.29 24.31
O -20.10 -1.06 21.96
F -20.10 -2.59 23.96
```

Summary:
- orbital gap (spin up / spin down) (Ha) = 0.0821 / 0.2635
- expectation value of S² = 0.75
- 2S+1 = 2
- electronic energy (eV) = -334051.4650
- net charge = -3


10.
Computed, not measured: one molecule with the formula C5H8P2 in a non-equilibrium geometry, with ωB97M-V with the def2-TZVPD basis set.

```
15
Properties=species:S:1:pos:R:3
C -0.59 -1.32 0.42
C 0.18 -0.41 1.30
C -0.45 -1.31 -0.92
C 1.44 -0.11 1.17
C 0.24 -0.26 -1.71
P 0.30 1.49 -1.89
P -0.50 2.23 0.04
H -1.13 -2.08 0.98
H -0.32 -0.06 2.19
H -1.18 -1.87 -1.47
H 1.89 0.49 1.86
H 1.99 -0.42 0.32
H 0.84 -0.69 -2.49
H -1.23 1.28 0.71
H -1.48 3.05 -0.51
```

Summary:
- orbital gap (Ha) = 0.3009
- energy relative to the best compared isomer or geometry (same formula, charge and spin) (kcal/mol) = 41.5
- electronic energy (eV) = -23888.7703
- SMILES = C=C/C=C\C=P#[PH2]


> Number 2 is which compound?

C4H8O2


> Which formula does entry 1 have?

C4H7NO2


> Among the records above, which one has the highest electronic energy?

C4H8O2